[1]
A single C5H13NO molecule in a non-equilibrium geometry. Source: the OMol25 dataset; level of theory: wB97M-V/def2-TZVPD.

M = 103.2 g/mol
Frontier orbital gap = 9.750 eV
Maximum force = 0.0979 hartree/bohr
Relative energy (zero: lowest compared OMol25 entry of this formula, charge and spin) = 276.4 kJ/mol
Lowest unoccupied orbital energy = 0.981 eV
Electronic energy = -328.21358 hartree
HOMO = -8.8 eV
Structure (SMILES) = NCCCCCO

Cartesian coordinates (Å):
H 2.048 -0.583 -2.390
H -0.204 1.687 -0.561
H 1.282 0.954 -2.227
H -1.864 -0.229 0.091
H 2.312 0.311 -0.097
H -2.038 -0.292 2.490
H -0.114 -0.053 3.594
H -1.683 1.237 0.980
C 1.206 -0.017 -0.404
H -0.134 -1.623 -2.837
H 0.979 -1.069 -0.069
H -0.791 -1.540 2.121
C -1.204 0.296 0.833
C 1.179 -0.159 -1.951
C -1.029 -0.516 2.095
N -0.067 -0.682 -2.494
O -0.037 0.311 2.715
H 0.720 1.260 0.968
H -0.615 -0.118 -3.094
C 0.053 0.824 0.240

=====

[2]
2 unconnected molecules or ions with the total composition C5H13NO in a non-equilibrium geometry. Source: the OMol25 dataset; level of theory: wB97M-V/def2-TZVPD.

M = 103.2 g/mol
Frontier orbital gap = 9.697 eV
Maximum force = 0.1171 hartree/bohr
Relative energy (zero: lowest compared OMol25 entry of this formula, charge and spin) = 154.5 kJ/mol
Lowest unoccupied orbital energy = 0.943 eV
Electronic energy = -328.25999 hartree
HOMO = -8.8 eV
Structure (SMILES) = C[C@@H]1CCCN1.O

Cartesian coordinates (Å):
H 2.730 0.251 -0.399
N 0.340 0.082 0.791
H 0.467 -0.488 -1.607
H -0.740 -1.839 0.897
H -1.903 0.626 2.042
C -1.928 -0.080 -0.065
H -2.465 1.817 0.853
H -0.648 -1.624 -1.889
C -0.262 1.382 0.767
C -0.562 -0.918 0.193
O 3.356 0.013 -1.184
H -2.002 0.322 -1.041
H -0.129 1.924 -0.202
H 0.895 -2.052 -1.021
H -2.856 -0.748 0.056
H 3.438 -0.869 -1.337
C -1.809 1.027 0.981
H 0.762 -0.212 1.709
C 0.067 -1.379 -1.150
H 0.187 2.021 1.523

=====

Question: What is the formula in the second record?
Answer: C5H13NO